DFT (the ωB97M-V functional and the def2-TZVPD basis) results for C8H32N8O10 as an isolated structure at a distorted geometry.

**Orbital gap**: 8.237 eV
**Relative energy (zero: lowest compared OMol25 entry of this formula, charge and spin)**: 15.3045 eV
**M**: 400.39 u

Geometry as XYZ:
```
58
Properties=species:S:1:pos:R:3:forces:R:3
C 1.7833 -0.7011 -1.8687 2.158 0.911 1.002
H 0.6822 3.2704 -2.3246 -0.527 0.266 0.598
O 3.1085 -0.8045 -2.4784 -0.933 -0.021 -0.866
O -2.0321 0.9569 -1.3983 -2.980 2.206 2.828
H 0.9732 -0.8644 -2.5795 0.984 -0.058 0.075
H -0.7792 2.4542 -1.6203 0.824 0.557 0.294
C 1.0884 1.3868 1.7472 -4.820 1.110 -1.167
C -2.9486 0.9595 -2.1196 -7.185 1.879 -2.709
H -4.3934 -0.2380 -1.2721 0.241 -0.261 -0.348
N 0.6155 2.2222 2.6322 -2.213 2.183 1.917
C 1.6952 0.7260 -1.1969 0.187 -0.962 -3.527
C -0.7381 -0.8194 2.6596 -1.205 -0.784 1.593
H 2.0234 1.5040 -1.8861 -0.536 -0.681 -0.725
N 1.0534 -1.3997 1.0422 0.890 -1.674 -1.527
O -1.1130 0.0568 0.1031 -1.471 -1.721 -3.168
H -1.2769 -2.2799 -0.5772 0.167 -0.060 0.027
H 1.8088 -1.4939 -1.1211 -0.675 0.339 -0.129
H -0.3704 2.4398 2.6038 0.150 -0.029 0.137
O 1.1706 1.5852 -3.9053 0.796 0.852 -0.960
H 2.9093 0.5289 1.5336 0.673 -0.108 0.824
H -0.3054 0.2748 0.5683 -1.722 -2.994 0.372
C 1.6699 -2.5528 0.8916 -2.224 -2.665 -1.708
O 2.6775 0.9031 -0.2499 1.461 -0.660 1.630
H 3.7884 -0.7849 -1.8009 -0.315 0.025 0.288
H -2.1624 2.5445 -2.8956 0.034 0.054 -0.828
H 0.2861 -0.9675 2.3171 -1.446 0.610 2.092
H -1.3973 0.5667 -2.4732 2.889 -0.652 -1.351
H -1.0905 0.6005 -0.6844 0.980 -0.952 1.441
H 3.4356 -3.2936 0.7047 0.260 0.259 -0.037
O -2.2086 -2.0954 -0.4580 -1.399 -1.351 -1.575
H -2.2557 -1.1431 -0.3736 0.248 -0.318 -0.408
H -3.5264 2.0142 -3.8294 0.029 -0.117 0.381
C -0.7759 -1.7684 3.9263 -1.139 2.020 -0.075
N -0.0845 2.6131 -2.3360 -0.370 1.964 -0.181
N -4.1186 0.3101 -2.0747 -0.496 -1.373 0.641
O -1.7011 -1.1476 1.6835 -0.152 -4.163 6.479
H 0.0643 -1.5958 1.1009 -0.290 0.585 -0.667
O 0.4170 1.0248 0.7462 8.312 8.000 6.919
O 1.1456 -3.6530 0.6704 -0.442 0.765 0.630
H -0.7898 0.2551 2.8355 -0.536 0.031 1.250
N -2.8960 1.8685 -3.0538 -0.331 2.697 -2.983
H 2.2443 1.0791 0.5885 0.654 0.556 -3.654
H 1.6612 -0.6909 1.4272 -1.269 -0.445 -0.284
H -4.7282 0.3638 -2.8782 0.034 -0.064 0.462
H 1.0752 2.1802 3.5306 -0.742 0.582 0.079
H 3.4453 -1.6007 1.0448 0.041 -0.256 -0.229
O -2.0289 -1.6586 4.6647 1.091 0.142 -0.485
N 2.2805 1.0968 2.0833 5.167 -2.261 3.215
N 2.9411 -2.4131 0.7193 5.441 -0.445 0.212
C 0.2196 1.5839 -3.1512 1.394 0.365 -1.325
H -1.6715 -0.6023 0.8940 -0.506 0.653 0.197
H 0.7049 0.9563 -0.8042 1.481 -0.375 -1.596
H -0.4461 -0.2351 -3.6205 0.486 0.482 -0.230
H 0.0422 -1.3404 4.5057 -0.024 -0.077 0.677
H -0.5661 -2.8330 3.8227 0.057 0.117 -0.895
H 2.5650 1.4561 2.9834 0.653 -0.353 -0.404
H -2.6413 -1.3546 3.9909 -0.353 -0.086 -0.068
N -0.5294 0.5491 -2.9895 -1.478 -4.244 -2.149
```
Forces are in eV/Å.



DFT (the ωB97M-V functional and the def2-TZVPD basis) results for C8H32O8 as an isolated structure at a distorted geometry.

**Orbital gap**: 7.489 eV
**Relative energy (zero: lowest compared OMol25 entry of this formula, charge and spin)**: 21.0301 eV
**M**: 256.34 u

Geometry as XYZ:
```
48
Properties=species:S:1:pos:R:3:forces:R:3
C 0.2703 0.0853 -0.7704 1.039 -1.938 1.057
H -0.6976 -0.2172 -1.1703 0.734 -0.031 0.180
H -1.8948 -1.0529 1.5350 -0.261 -1.276 -0.455
H -0.0312 -3.4353 -1.6588 -0.068 -0.109 -0.179
H -2.4421 0.7658 3.0161 0.462 -0.750 0.069
H 1.1831 0.8613 1.6313 2.298 0.333 0.292
H 0.7823 -0.8351 -0.4899 -0.108 0.666 0.044
H -1.4706 4.0614 -0.3989 0.019 0.232 0.538
H -3.6691 1.6688 -2.7320 0.037 0.028 0.019
H -3.1916 0.6670 1.4122 -0.005 -1.684 0.073
C -0.9787 -1.5342 1.1925 -0.463 -0.949 2.328
H -0.8585 -2.4589 1.7569 0.036 -0.089 -0.274
C 0.9167 -2.9265 -1.8341 0.147 -0.702 0.888
O -0.0994 2.5619 -0.6427 -0.569 6.558 -3.987
H -0.0229 1.6678 -0.3016 -1.078 2.964 -0.076
H 0.2558 -0.7529 2.6001 -0.385 -0.609 0.518
C 3.1652 -1.3423 -0.5789 1.115 0.011 0.926
H -2.9017 2.6412 2.3250 -0.031 0.391 0.082
H 1.7794 -0.8178 1.7169 1.520 1.379 -0.014
O -2.7317 1.8654 -2.7979 -1.693 0.863 -1.573
C -1.9775 0.7863 -2.4008 0.038 -0.129 -0.598
H -1.9138 2.9435 -1.6067 0.375 0.251 0.497
H 1.5129 -4.1345 -0.3441 -0.208 -0.127 -0.166
H 0.8558 0.6868 -1.4657 -0.160 -0.369 -0.137
H 1.1975 -3.0466 -2.8804 0.402 -0.426 0.184
H 3.4095 -2.3967 -0.7081 0.522 0.988 -0.880
H 2.0337 0.3018 3.0171 0.556 0.117 0.579
H 3.1471 1.5267 1.0529 -0.014 0.496 -0.163
O 3.2229 -1.1735 0.8095 1.350 -11.076 -3.801
H -1.0568 -1.7536 0.1277 0.787 0.507 0.221
H 3.0261 -0.2637 1.0441 1.094 -5.449 -5.001
O -2.2856 2.2872 1.6795 0.608 0.169 2.682
O 0.0682 -0.5950 1.6720 -3.492 -9.185 3.412
H -1.6112 0.9564 -1.3884 -1.021 -0.158 -0.430
O 1.9121 -3.4297 -0.8594 -2.050 -0.427 -1.380
H 0.7336 -1.8605 -1.6988 0.214 -0.628 -0.128
C 2.0159 0.2247 1.9299 -1.783 2.754 5.230
O 0.1578 0.8659 0.4231 0.491 -1.437 -3.739
C -2.2659 0.8806 1.9466 -2.112 1.768 -0.369
C -1.4422 2.9956 -0.6254 0.481 0.898 -1.128
H 2.1674 -1.1268 -0.9611 0.955 -0.248 -0.223
H -2.5584 -0.1140 -2.6009 0.279 -0.534 0.594
H -2.0345 2.4739 0.1263 0.327 0.422 -1.427
O 3.2711 0.6293 1.3706 1.070 13.414 5.343
H -1.4013 0.3637 1.5304 -2.572 1.894 1.244
H 3.8432 -0.6466 -1.0731 0.460 0.130 -0.351
H -1.1021 0.7630 -3.0499 0.214 -0.126 0.057
H -0.2887 0.3831 1.1225 0.446 1.222 -0.576
```
Forces are in eV/Å.



DFT (the ωB97M-V functional and the def2-TZVPD basis) results for a 8-piece molecular cluster, C8H32O8 overall at a distorted geometry.

**Orbital gap**: 10.024 eV
**Relative energy (zero: lowest compared OMol25 entry of this formula, charge and spin)**: 3.2423 eV
**M**: 256.34 u

Geometry as XYZ:
```
48
Properties=species:S:1:pos:R:3:forces:R:3
O 2.7624 0.9237 -2.4710 0.053 -0.658 0.111
H -1.8401 -3.1746 -1.0029 -0.293 0.256 -0.047
H -2.8170 2.4304 -2.6763 -0.156 -0.439 -0.018
O -3.8663 -0.4746 -0.6300 -0.525 -0.142 0.297
C -1.8141 2.0709 -2.4365 0.732 0.908 0.252
H 1.6565 2.7268 5.0205 -0.201 -0.115 0.029
H 2.8930 1.5226 -1.7295 0.155 0.190 -0.238
H -2.5463 0.7986 -1.1820 0.121 -0.344 0.360
H 0.9112 1.7498 -2.5412 -0.348 -0.238 0.327
C 2.2365 1.8083 4.8961 0.471 0.291 -0.524
H -1.2386 2.9909 -2.2876 0.062 -0.097 0.048
H 0.8935 0.0213 -1.9768 0.179 0.120 0.250
H 2.2780 -2.0433 -0.4255 0.053 0.288 0.063
H 3.1063 4.1632 -0.4272 -0.009 0.022 -0.074
H 1.6506 1.3076 3.0911 -0.011 -0.050 -0.114
H 1.7631 0.9702 5.4058 -0.033 0.003 0.103
H 3.2208 2.0054 5.3172 -0.052 -0.161 0.231
O -3.2588 -3.0110 0.4899 -0.035 0.184 -0.061
C -5.2460 -0.2870 -0.9134 0.171 1.012 -0.819
H -1.7106 -4.3784 0.2402 -0.126 0.007 0.014
O -1.7340 1.3226 -1.2314 -0.336 0.057 -0.415
H -3.5909 -3.5563 1.2076 -0.028 0.028 -0.020
C 2.7264 2.4662 0.4663 0.521 0.099 0.450
C 1.3697 0.7595 -2.6293 -0.122 0.746 -0.714
H 3.3862 2.6866 1.3089 -0.111 0.166 0.008
C 3.3334 -2.2414 -0.6178 0.508 -0.026 -0.200
H -1.3399 1.5699 -3.2834 -0.327 -0.243 -0.046
H -5.3776 0.7710 -1.1652 0.039 -0.055 0.131
H 1.6918 2.6112 0.7785 -0.052 -0.066 -0.101
H -3.0180 -4.5129 -0.9474 -0.052 0.110 -0.059
H -5.5241 -0.8202 -1.8264 -0.214 -0.326 0.254
O 0.2209 0.2710 1.0518 -0.014 -0.433 -0.129
H 3.5362 -2.1520 -1.6837 -0.220 -0.144 -0.053
H -0.5196 -1.2029 2.3181 0.345 0.142 0.013
O 3.0671 3.2403 -0.6868 -0.131 -0.248 0.125
H -5.9191 -0.4828 -0.0802 0.123 -0.349 0.072
H 3.5605 -3.6473 0.7215 0.005 0.060 0.002
H 2.9158 1.4155 0.2500 -0.266 -0.014 -0.178
C -0.6465 -0.8220 1.3052 -0.770 0.005 0.158
H 4.0069 -1.5154 -0.1531 -0.365 0.156 0.229
H -0.5244 -1.6610 0.6106 0.228 0.113 -0.032
H 1.1614 0.4576 -3.6596 0.226 -0.176 0.039
C -2.4363 -3.8076 -0.3506 0.500 -0.552 0.165
H -0.0626 0.5784 0.1795 0.108 0.407 0.026
O 2.4850 1.5281 3.5193 -0.241 -0.034 0.178
H -3.7973 -1.3243 -0.1710 0.421 -0.101 -0.002
H -1.6897 -0.4918 1.2349 0.028 -0.090 -0.044
O 3.6849 -3.5606 -0.2268 -0.011 -0.268 -0.050
```
Forces are in eV/Å.



DFT (the ωB97M-V functional and the def2-TZVPD basis) results for a 9-piece molecular cluster, C8H34N4O9 overall at a distorted geometry.

**Orbital gap**: 10.097 eV
**Relative energy (zero: lowest compared OMol25 entry of this formula, charge and spin)**: 0.0000 eV
**M**: 330.38 u

Geometry as XYZ:
```
55
Properties=species:S:1:pos:R:3:forces:R:3
H 0.8624 5.8150 -1.3939 -0.460 -0.009 -0.587
H -0.0873 -3.8007 1.6465 -0.250 -0.065 -0.399
C -1.0150 -0.6824 0.8758 -0.370 0.601 0.694
H 2.3720 -1.9646 3.0719 0.142 0.138 0.012
H -1.2911 2.7858 -1.2913 -0.098 0.389 -0.059
H 4.3027 1.5096 -3.3152 0.038 -0.024 -0.068
H 0.8901 -5.2291 1.6042 0.093 0.202 0.197
C -0.2530 4.2894 -2.4840 0.085 -0.378 -0.889
C 3.0179 1.6528 -0.7889 -0.144 -0.290 0.478
H 3.9598 2.1988 -0.8473 -0.070 0.159 -0.038
O -2.1676 -0.2624 0.7582 -0.083 -0.230 -0.633
H 1.7100 4.4029 -1.4445 -0.303 -0.930 0.217
C -0.7400 -5.3497 0.4074 -1.413 0.251 -0.513
H -0.0739 0.6535 -0.3986 -0.225 0.091 0.050
H -0.8900 -7.0915 -0.6513 -0.143 0.157 -0.078
H -1.2265 5.7740 -3.3320 0.074 0.047 0.033
H -3.3882 -1.0054 3.8257 0.170 -0.190 -0.102
O -1.3726 5.1657 -2.6049 -0.082 -0.054 0.132
O 0.2342 -0.1698 4.4500 0.127 0.162 0.132
H 2.1640 2.3267 -0.8596 0.189 0.223 -0.383
C 0.6716 4.7287 -1.3873 0.333 1.946 0.776
H -0.3688 -0.9120 4.5731 -0.221 0.052 -0.063
H 0.6065 -6.9229 0.1532 0.042 0.023 -0.004
H -3.5912 -0.8510 1.6491 -0.474 0.086 0.156
H -3.4706 0.0631 -0.9378 -0.054 0.265 0.136
H -2.9457 -2.4183 4.1814 -0.121 0.073 0.065
C -0.7743 2.8904 -2.2530 -0.115 -1.175 0.705
O 2.1562 -1.1686 2.5736 0.020 0.097 0.086
H 0.3099 -1.6682 1.9960 -0.027 -0.100 0.279
O 3.8618 -0.4457 -1.5641 0.140 -0.125 -0.150
O -4.1159 0.6757 -1.3247 0.066 -0.195 -0.031
O -4.4540 -0.9877 2.1195 0.575 -0.033 -0.208
H 1.8942 -0.5147 3.2500 -0.183 -0.357 -0.170
C 3.2430 1.2823 -3.2286 -0.515 -0.918 0.052
H 2.6569 2.1949 -3.3247 0.010 0.093 0.091
H 0.1779 4.6472 -0.4144 0.377 -0.706 0.077
H -0.3545 0.5760 4.2870 0.035 -0.073 -0.004
N 0.0459 -0.1357 0.2062 -0.135 -0.606 0.279
N -0.6776 -1.6374 1.7772 1.383 -0.301 -0.607
N -0.3379 -6.6083 0.0307 0.354 -0.121 0.213
H -1.3052 -2.1724 2.3417 -0.696 0.564 0.023
O -1.8048 -4.8839 0.0155 0.709 -0.085 0.323
C 2.9543 0.5899 -1.8909 -0.292 1.189 0.719
H 0.3078 4.2758 -3.4287 -0.085 0.109 -0.014
H 0.9730 -0.4534 0.4317 0.115 0.110 -0.120
H -4.9751 0.3373 -1.0569 0.037 0.005 -0.070
N 0.1000 -4.7114 1.2680 0.661 -0.485 0.131
H 3.6099 -1.2349 -2.0529 0.101 0.010 -0.046
H -1.4611 2.4844 -2.9956 0.003 0.474 -0.230
H -5.1169 -0.7454 1.4687 -0.081 0.045 0.106
O -2.6278 -1.5091 4.1689 -0.003 -0.033 0.113
H 2.9051 0.6110 -4.0236 0.380 0.142 -0.221
H 2.9300 1.2715 0.2336 0.227 -0.448 -0.193
H 0.0323 2.1470 -2.1844 0.253 0.309 -0.174
H 1.9373 0.1873 -1.8857 -0.091 -0.083 -0.220
```
Forces are in eV/Å.